[1]
Below is C26H41N2ReS as an isolated structure in a non-equilibrium geometry, with properties calculated with ωB97M-V with the def2-TZVPD basis set.

ORCA input file:
```
! wB97M-V def2-TZVPD RIJCOSX def2/J DEFGRID3
* xyz 1 4
C -1.276 1.239 1.461
C -1.333 2.000 0.239
C -0.155 2.807 0.169
C 0.687 2.479 1.282
C -0.022 1.541 2.104
Re 0.313 0.671 0.247
C 3.067 -0.666 -0.269
C 1.884 -1.264 0.123
H 1.566 -2.146 -0.443
C 1.123 -0.926 1.324
H 1.678 -0.606 2.207
H 0.293 -1.599 1.572
C 3.613 -0.963 -1.639
H 2.843 -1.406 -2.288
H 3.973 -0.052 -2.138
H 4.465 -1.661 -1.579
C 3.924 0.174 0.618
H 3.462 0.419 1.580
H 4.875 -0.344 0.826
H 4.202 1.121 0.133
C -2.478 2.066 -0.722
H -3.025 1.122 -0.747
H -3.177 2.867 -0.444
H -2.113 2.274 -1.733
C 0.033 3.956 -0.762
H -0.274 3.677 -1.775
H -0.571 4.824 -0.454
H 1.080 4.269 -0.786
C 1.955 3.181 1.659
H 2.533 3.449 0.770
H 1.737 4.114 2.195
H 2.566 2.554 2.314
C 0.356 1.178 3.510
H 1.442 1.091 3.604
H 0.033 1.962 4.207
H -0.109 0.237 3.812
C -2.406 0.471 2.070
H -2.036 -0.330 2.717
H -3.035 1.136 2.679
H -3.040 0.031 1.297
C 1.258 1.259 -1.860
C 0.689 0.763 -3.016
C 2.326 2.150 -1.933
C 1.119 1.218 -4.272
H -0.114 0.027 -2.966
C 2.743 2.638 -3.188
H 2.845 2.492 -1.033
C 2.129 2.171 -4.357
H 0.651 0.813 -5.177
H 3.550 3.374 -3.233
H 2.455 2.559 -5.329
C -3.859 -1.717 -1.160
N -3.246 -2.537 -0.120
C -4.025 -3.743 0.202
C -1.899 -2.553 0.017
S -0.919 -1.522 -0.975
N -1.368 -3.438 0.910
C -2.014 -3.667 2.202
C -0.159 -4.193 0.603
H -4.046 -2.327 -2.056
H -3.199 -0.894 -1.444
H -4.811 -1.321 -0.784
H -3.423 -4.653 0.052
H -4.387 -3.712 1.239
H -4.888 -3.759 -0.471
H -2.560 -4.621 2.214
H -1.238 -3.700 2.975
H -2.705 -2.848 2.440
H -0.197 -4.591 -0.422
H 0.733 -3.569 0.706
H -0.090 -5.039 1.295
*
```

Calculated values
**Relative energy (zero: lowest compared OMol25 entry of this formula, charge and spin)**: 0.0 kcal per mole
**⟨S²⟩**: 3.79
**Orbital gap (alpha / beta)**: 5.7 / 6.5 eV
**HOMO level (alpha / beta)**: -0.3152 / -0.3891 Eh



[2]
Below is a 4-piece molecular cluster, C26H41N7O6S2 overall in a non-equilibrium geometry, with properties calculated with ωB97M-V with the def2-TZVPD basis set.

ORCA input file:
```
! wB97M-V def2-TZVPD RIJCOSX def2/J DEFGRID3
* xyz 2 1
O 3.843 -1.244 0.363
S 4.455 -0.725 1.660
O 5.918 -1.134 1.628
C 4.256 1.149 1.820
N 2.812 1.488 1.471
C 2.489 1.625 0.072
C 1.038 1.930 -0.382
C -0.101 2.114 0.690
C -1.568 2.392 0.156
C -1.923 3.094 -1.188
C -3.447 3.224 -1.543
N -4.501 2.734 -0.664
C -5.927 2.872 -1.099
C -6.463 1.688 -2.043
C -5.844 0.238 -1.730
C -4.353 0.012 -2.276
S -4.006 -1.709 -2.875
C -2.185 -1.669 -3.267
N -1.283 -2.732 -3.609
N -0.090 -2.054 -3.737
C -0.187 -0.627 -3.518
O -1.568 -0.374 -3.224
C -4.233 2.094 0.597
C -2.760 1.906 1.055
C 0.295 1.971 2.191
C 1.794 1.661 2.546
H 3.794 -1.366 2.728
H 5.013 1.676 1.145
H 4.384 1.413 2.933
H 3.310 1.510 -0.720
H 0.810 2.004 -1.502
H -1.110 3.478 -1.886
H -3.670 3.717 -2.558
H -6.577 3.048 -0.163
H -6.005 3.846 -1.721
H -7.600 1.604 -1.839
H -6.360 1.877 -3.164
H -5.965 0.032 -0.597
H -6.548 -0.530 -2.244
H -3.641 0.200 -1.379
H -4.033 0.742 -3.107
H 0.649 0.154 -3.549
H -5.051 1.687 1.283
H -2.532 1.374 2.053
H -0.499 2.080 3.017
H 2.171 1.560 3.654
C -6.198 -4.402 -4.985
C -7.292 -3.548 -4.404
O -7.180 -2.330 -4.293
N -8.431 -4.166 -3.996
C -8.749 -5.578 -4.043
H -5.354 -3.770 -5.265
H -5.855 -5.128 -4.244
H -6.557 -4.914 -5.879
H -9.121 -3.532 -3.617
H -9.647 -5.707 -4.650
H -8.951 -5.919 -3.026
H -7.939 -6.168 -4.468
C 10.655 1.236 -0.637
C 9.559 2.084 -0.051
O 9.665 3.297 0.065
N 8.418 1.459 0.358
C 8.101 0.047 0.306
H 11.496 1.872 -0.914
H 11.001 0.508 0.101
H 10.296 0.726 -1.533
H 7.729 2.091 0.739
H 7.201 -0.080 -0.300
H 7.902 -0.295 1.321
H 8.910 -0.543 -0.122
C 4.886 -0.921 5.712
C 3.802 0.122 5.713
O 3.791 1.059 4.907
N 2.816 0.012 6.635
C 2.655 -1.006 7.654
H 5.603 -0.700 4.920
H 5.413 -0.913 6.668
H 4.456 -1.907 5.525
H 2.123 0.746 6.578
H 1.696 -1.502 7.495
H 2.647 -0.515 8.629
H 3.453 -1.745 7.629
*
```

Calculated values
**Orbital gap**: 4.1 eV
**HOMO level**: -0.4524 Eh



[3]
Below is a 3-piece molecular cluster, C26H42B3N2O9P overall, with properties calculated with ωB97M-V with the def2-TZVPD basis set.

ORCA input file:
```
! wB97M-V def2-TZVPD RIJCOSX def2/J DEFGRID3
* xyz 0 1
C -6.681 1.777 -1.095
O -5.814 0.676 -0.912
C -4.578 0.794 -1.586
C -4.626 0.214 -2.999
C -3.227 -0.075 -3.567
C -2.767 0.940 -4.612
C -1.504 0.534 -5.377
C -0.318 0.170 -4.484
C 0.251 1.381 -3.723
C 1.696 1.778 -4.113
B 2.230 2.551 -2.868
O 3.079 1.950 -1.952
B 2.660 2.054 -0.633
C 2.665 0.800 0.299
C 4.050 0.341 0.790
C 3.919 -0.872 1.708
O 3.635 -0.494 3.055
O 2.130 3.275 -0.232
B 1.418 4.005 -1.170
P -0.043 5.178 -0.679
C -1.316 3.823 -0.740
C 0.205 5.257 1.150
O 1.692 3.781 -2.504
H -6.528 2.531 -0.316
H -7.707 1.414 -1.042
H -6.533 2.248 -2.072
H -4.267 1.848 -1.618
H -3.837 0.256 -0.990
H -5.241 -0.687 -2.955
H -5.144 0.914 -3.662
H -2.511 -0.087 -2.738
H -3.201 -1.076 -4.007
H -2.605 1.911 -4.130
H -3.581 1.095 -5.328
H -1.736 -0.300 -6.047
H -1.211 1.374 -6.018
H 0.464 -0.289 -5.094
H -0.626 -0.593 -3.767
H 0.211 1.169 -2.646
H -0.397 2.249 -3.869
H 1.695 2.360 -5.037
H 2.292 0.877 -4.274
H 1.983 0.946 1.143
H 2.277 -0.020 -0.316
H 4.548 1.132 1.357
H 4.677 0.094 -0.070
H 3.098 -1.484 1.319
H 4.834 -1.461 1.752
H 2.907 0.130 3.033
H -1.488 3.511 -1.773
H -1.045 2.945 -0.148
H -2.252 4.227 -0.351
H 0.630 4.343 1.563
H -0.762 5.442 1.622
H 0.859 6.094 1.397
O 0.541 2.446 6.025
N 0.596 1.387 5.438
O 0.689 1.270 4.231
C 0.543 0.150 6.244
C 0.417 0.258 7.617
C 0.360 -0.909 8.362
C 0.431 -2.144 7.732
C 0.561 -2.223 6.352
C 0.617 -1.066 5.592
H 0.365 1.234 8.076
H 0.260 -0.851 9.438
H 0.386 -3.051 8.321
H 0.621 -3.186 5.864
H 0.722 -1.093 4.518
O 2.005 -2.361 -0.752
N 1.961 -3.401 -1.381
O 2.028 -3.479 -2.589
C 1.819 -4.655 -0.614
C 1.737 -4.582 0.764
C 1.603 -5.764 1.475
C 1.553 -6.979 0.805
C 1.639 -7.023 -0.580
C 1.774 -5.851 -1.307
H 1.783 -3.622 1.256
H 1.539 -5.734 2.554
H 1.447 -7.899 1.366
H 1.602 -7.972 -1.098
H 1.845 -5.849 -2.384
*
```

Calculated values
**Orbital gap**: 7.7 eV
**SMILES**: COCCCCCCCCB1OB(CCCO)OB(P(C)C)O1.O=[N+]([O-])c1ccccc1.O=[N+]([O-])c1ccccc1
**HOMO level**: -0.3080 Eh



[4]
Below is a 4-piece molecular cluster, C26H42BBrN4O4 overall, with properties calculated with ωB97M-V with the def2-TZVPD basis set.

ORCA input file:
```
! wB97M-V def2-TZVPD RIJCOSX def2/J DEFGRID3
* xyz 0 1
C -1.153 3.519 -5.092
C -2.320 2.832 -4.392
C -2.118 1.316 -4.195
C -2.452 0.804 -2.760
C -1.270 0.308 -1.992
C -1.224 -0.794 -1.233
B -2.502 -1.718 -1.035
O -2.763 -2.648 -1.981
N -3.457 -1.629 0.092
C -2.812 -1.883 1.395
C -4.093 -0.294 0.157
C 0.051 -1.168 -0.565
O 0.104 -1.997 0.321
C 1.340 -0.543 -1.032
O 2.521 -1.118 -0.719
C 2.880 -1.083 0.672
C 2.703 0.274 1.337
C 1.283 0.569 -1.768
Br 2.804 1.467 -2.415
C -0.048 1.173 -2.057
O -0.142 2.361 -2.290
H -1.311 4.597 -5.090
H -1.055 3.189 -6.126
H -0.199 3.324 -4.605
H -2.576 3.326 -3.459
H -3.189 2.973 -5.038
H -1.118 0.991 -4.478
H -2.797 0.809 -4.878
H -3.228 0.049 -2.861
H -2.875 1.647 -2.208
H -3.581 -3.094 -1.734
H -2.011 -1.148 1.546
H -3.513 -1.746 2.214
H -2.340 -2.860 1.417
H -3.595 0.341 0.893
H -5.140 -0.418 0.431
H -4.087 0.229 -0.798
H 3.937 -1.335 0.700
H 2.348 -1.835 1.252
H 1.666 0.598 1.397
H 3.295 1.025 0.818
H 3.066 0.182 2.359
C 7.464 0.237 0.199
C 8.174 -0.164 1.486
C 7.200 -0.520 2.614
C 6.410 0.630 3.050
N 5.790 1.534 3.393
H 6.879 1.148 0.335
H 8.187 0.423 -0.595
H 6.791 -0.553 -0.138
H 8.836 0.643 1.805
H 8.805 -1.034 1.293
H 7.754 -0.906 3.471
H 6.525 -1.313 2.288
C -2.013 -6.058 1.462
C -1.303 -6.418 2.761
C -2.275 -6.766 3.893
C -3.079 -5.614 4.300
N -3.700 -4.704 4.620
H -2.620 -5.159 1.579
H -1.285 -5.868 0.673
H -2.665 -6.869 1.131
H -0.661 -5.591 3.067
H -0.653 -7.278 2.589
H -1.718 -7.124 4.761
H -2.938 -7.576 3.585
C -0.550 5.151 0.034
C -1.635 6.094 0.537
C -2.910 5.346 0.939
C -3.549 4.693 -0.203
N -4.052 4.179 -1.098
H -0.866 4.641 -0.877
H 0.365 5.698 -0.194
H -0.310 4.393 0.783
H -1.862 6.833 -0.234
H -1.268 6.645 1.406
H -3.621 6.040 1.390
H -2.679 4.593 1.695
*
```

Calculated values
**Orbital gap**: 7.6 eV
**SMILES**: CCCCC1=C(B(O)N(C)C)C(=O)C(OCC)=C(Br)C1=O.CCCC#N.CCCC#N.CCCC#N
**HOMO level**: -0.3213 Eh



[5]
Below is C26H42BrN3OsP2S as an isolated structure in a non-equilibrium geometry, with properties calculated with ωB97M-V with the def2-TZVPD basis set.

ORCA input file:
```
! wB97M-V def2-TZVPD RIJCOSX def2/J DEFGRID3
* xyz 4 5
C 1.923 3.560 -5.692
C 0.939 3.863 -4.713
C 0.203 5.051 -4.896
C 0.472 5.861 -6.016
N 1.394 5.537 -6.919
C 2.113 4.430 -6.774
C 0.724 2.999 -3.563
C 0.960 2.151 -2.694
C 1.714 1.119 -2.034
C 1.978 -0.120 -2.654
C 2.171 -1.208 -1.835
C 2.277 -1.049 -0.424
C 2.501 0.231 0.088
C 2.027 1.359 -0.655
Os 0.336 0.156 -0.394
P -0.714 -1.864 -0.042
H -0.578 5.348 -4.196
H 2.521 2.654 -5.626
H -0.086 6.787 -6.184
H 2.859 4.216 -7.543
H 2.086 2.392 -0.297
H 1.896 -0.177 -3.741
H 2.797 0.341 1.120
H 2.324 -2.191 -2.265
C -0.844 -3.014 1.431
C -2.219 -3.576 1.738
H -0.420 -2.453 2.289
H -0.110 -3.813 1.224
H -2.156 -4.280 2.579
H -2.928 -2.792 2.027
H -2.630 -4.134 0.889
C -2.409 -1.286 -0.396
C -2.718 -1.358 -1.905
H -2.396 -0.234 -0.023
H -3.179 -1.854 0.166
H -3.395 -0.533 -2.186
H -1.776 -1.249 -2.471
H -3.206 -2.316 -2.176
C -0.421 -3.318 -1.188
C -1.468 -4.445 -1.224
H 0.553 -3.699 -0.823
H -0.244 -2.902 -2.189
H -1.289 -5.067 -2.110
H -1.400 -5.118 -0.359
H -2.502 -4.085 -1.305
Br 1.331 -1.215 2.551
P -1.141 2.067 3.043
C -2.130 0.615 2.581
C -3.404 0.462 3.422
H -1.473 -0.262 2.658
H -2.402 0.772 1.532
H -4.156 -0.129 2.879
H -3.201 -0.041 4.377
H -3.846 1.446 3.639
C 0.272 1.461 4.024
C 0.575 2.338 5.260
H 1.146 1.407 3.357
H 0.036 0.436 4.351
H 1.341 1.850 5.890
H 0.953 3.329 4.961
H -0.339 2.476 5.862
C -0.491 2.813 1.520
C -1.269 4.122 1.279
H -0.535 2.087 0.660
H 0.564 3.045 1.713
H -0.750 4.770 0.563
H -2.278 3.936 0.894
H -1.382 4.688 2.215
N 3.710 -3.390 2.654
C 3.097 -3.768 1.529
N 2.579 -5.011 1.453
S 2.990 -2.810 0.098
H 3.658 -3.997 3.464
H 3.814 -2.391 2.841
H 2.292 -5.313 0.534
H 2.759 -5.717 2.161
*
```

Calculated values
**⟨S²⟩**: 6.07
**Orbital gap (alpha / beta)**: 5.7 / 3.8 eV
**HOMO level (alpha / beta)**: -0.6904 / -0.6831 Eh



[6]
Below is an isolated ion of composition C26H42ClN2O6P2S2 and charge +1 in a non-equilibrium geometry, with properties calculated with ωB97M-V with the def2-TZVPD basis set.

ORCA input file:
```
! wB97M-V def2-TZVPD RIJCOSX def2/J DEFGRID3
* xyz 1 1
H -0.400 -3.750 0.745
N -1.261 -3.133 0.802
C -0.946 -1.872 0.282
C 0.577 -1.646 -0.250
N 0.995 -0.237 -0.709
C 2.531 -0.385 -0.780
C 3.415 -0.566 0.550
O 4.591 -1.437 0.184
C 5.809 -0.614 0.047
C 6.349 -0.391 -1.520
O 6.515 -0.089 1.068
C 0.562 0.851 0.305
P 0.634 0.404 2.142
C 1.682 1.460 3.265
C -1.064 0.183 2.970
C 0.978 2.381 -0.082
S 2.786 2.870 0.356
C 0.189 3.554 0.781
C -1.311 3.317 1.255
C -1.434 3.856 2.836
C -2.702 3.178 3.644
O -2.214 2.968 5.048
C -3.225 2.263 5.850
C -4.071 0.931 5.402
O -3.449 2.740 7.095
O 1.022 2.619 -1.530
C 0.163 1.756 -2.318
P -1.610 2.393 -2.079
O -1.494 4.155 -1.865
Cl -2.775 2.313 -3.901
C 0.423 0.114 -2.103
S 1.670 -0.138 -3.544
C -0.872 -0.596 -2.669
C -1.005 -2.122 -3.147
C -0.144 -2.988 -4.234
C -0.437 -4.571 -4.662
C -1.689 -5.386 -3.988
C -1.932 -6.961 -4.409
C -2.629 -4.560 -2.929
C -2.295 -3.011 -2.535
H -1.805 -1.062 0.255
H 1.199 -2.062 0.658
H 0.833 -2.417 -1.127
H 2.742 -1.408 -1.362
H 3.056 0.551 -1.293
H 2.950 -1.118 1.466
H 3.949 0.390 0.988
H 5.564 0.221 -2.137
H 6.443 -1.445 -2.070
H 7.418 0.083 -1.470
H -0.626 0.843 0.125
H 1.436 2.598 3.365
H 1.696 1.032 4.379
H 2.818 1.399 2.902
H -1.184 0.848 3.925
H -1.981 0.307 2.216
H -1.130 -0.951 3.332
H 3.340 3.630 -0.685
H 0.822 3.901 1.734
H 0.213 4.515 0.070
H -2.079 4.017 0.667
H -1.774 2.257 1.260
H -0.475 3.634 3.469
H -1.570 5.041 2.860
H -3.627 3.924 3.757
H -3.010 2.177 3.119
H -5.194 1.246 5.234
H -3.601 0.358 4.475
H -4.089 0.155 6.307
H 0.385 2.082 -3.451
H -2.359 4.478 -1.468
H 2.186 -1.445 -3.489
H -1.193 0.022 -3.645
H -1.778 -0.408 -1.911
H 0.742 -2.476 -4.787
H 0.290 -5.077 -5.461
H -1.268 -7.297 -5.321
H -1.589 -7.610 -3.489
H -3.079 -7.179 -4.575
H -3.571 -5.110 -2.446
H -3.032 -2.493 -1.752
*
```

Calculated values
**Orbital gap**: 8.1 eV
**SMILES**: [H]/N=C\C[N@+]1(CCOC(C)=O)[C@@H](P(C)C)[C@](S)(CCCCOC(C)=O)O[C@H](P(O)Cl)[C@]1(S)Cc1ccc(C)cc1
**HOMO level**: -0.4040 Eh